Entry 1:
Here is a molecular structure, C15H34N4O5 in a non-equilibrium geometry from the Open Molecules 2025 dataset. Energies are from the ωB97M-V functional and the def2-TZVPD basis.

Computed properties:
Net charge   0
Gap between HOMO and LUMO   0.291 hartree
LUMO energy   0.066 eV

XYZ file:
```
58
C15H34N4O5 the ωB97M-V functional and the def2-TZVPD basis
C 0.44 1.77 1.86
O 1.44 1.11 1.50
N -0.84 1.45 1.58
C -1.91 2.39 2.07
C -1.31 0.21 0.95
H 0.40 2.65 2.52
H -2.50 2.77 1.24
H -1.59 3.17 2.76
H -2.66 1.84 2.63
H -1.78 0.45 -0.01
H -0.61 -0.61 0.90
H -2.01 -0.11 1.72
C 1.99 1.41 3.56
O 1.37 1.62 4.55
N 2.27 0.16 3.19
C 2.71 -0.12 1.83
C 1.76 -1.08 3.88
H 2.28 2.19 2.84
H 2.61 -1.16 1.53
H 3.71 0.28 1.63
H 2.14 0.27 0.99
H 1.72 -0.78 4.93
H 0.72 -1.12 3.56
H 2.45 -1.92 3.75
C -1.01 1.64 -5.08
O -2.04 0.98 -5.23
N -0.67 2.30 -3.94
C -1.71 2.64 -2.96
C 0.70 2.63 -3.68
H -0.18 1.59 -5.80
H -1.59 3.67 -2.61
H -1.74 1.92 -2.15
H -2.66 2.62 -3.49
H 0.86 3.71 -3.70
H 0.69 2.34 -2.63
H 1.48 2.00 -4.10
C 0.74 -3.38 -0.44
O 1.62 -3.93 0.22
N -0.55 -3.65 -0.17
C -1.65 -3.11 -0.95
C -0.94 -4.54 0.93
H 0.93 -2.77 -1.34
H -2.39 -3.91 -1.02
H -1.39 -2.72 -1.93
H -2.07 -2.33 -0.32
H -0.18 -4.79 1.66
H -1.67 -4.02 1.56
H -1.42 -5.44 0.55
C -0.34 0.66 -1.68
C 0.02 -0.56 -0.84
O -0.73 -1.54 -0.77
C 1.38 -0.49 -0.25
H 0.23 0.75 -2.61
H -0.14 1.64 -1.26
H -1.43 0.62 -1.78
H 1.76 -1.41 0.19
H 1.19 0.10 0.65
H 2.08 -0.04 -0.96
```

Entry 2:
Here is 3 unconnected molecules or ions with the total composition C15H34O4S in a non-equilibrium geometry from the Open Molecules 2025 dataset. Energies are from the ωB97M-V functional and the def2-TZVPD basis.

Computed properties:
SMILES string   COC(=O)C[SH](=O)=O.CCCCCC.CCCCCC
Net charge   0
Gap between HOMO and LUMO   0.407 hartree
LUMO energy   0.203 eV

XYZ file:
```
54
C15H34O4S the ωB97M-V functional and the def2-TZVPD basis
C 2.87 -0.79 2.33
O 2.88 0.62 2.49
C 1.70 1.19 2.81
O 1.60 1.98 3.72
C 0.51 0.90 1.92
S -0.59 -0.24 2.78
O -1.92 0.27 2.80
O -0.03 -0.53 4.07
H 3.58 -1.04 1.56
H 3.16 -1.28 3.25
H 1.91 -1.18 2.02
H -0.01 1.81 1.68
H 0.86 0.40 1.03
H -0.51 -1.39 2.07
C -0.48 -6.17 -2.55
C -1.29 -6.29 -1.27
C -1.84 -4.96 -0.76
C -0.78 -3.93 -0.39
C 0.23 -4.38 0.67
C -0.42 -4.70 2.02
H 0.40 -5.54 -2.42
H -0.13 -7.14 -2.89
H -1.08 -5.73 -3.35
H -0.67 -6.77 -0.49
H -2.13 -6.97 -1.44
H -2.48 -5.15 0.11
H -2.49 -4.53 -1.52
H -1.29 -3.02 -0.04
H -0.23 -3.63 -1.29
H 0.96 -3.58 0.81
H 0.79 -5.25 0.31
H -0.95 -3.83 2.41
H 0.34 -4.98 2.74
H -1.13 -5.53 1.94
C 0.74 7.37 -1.29
C -0.30 6.51 -1.99
C -1.08 5.59 -1.04
C -0.22 4.56 -0.30
C 0.58 3.62 -1.21
C -0.30 2.76 -2.11
H 1.51 6.77 -0.80
H 1.24 8.03 -2.00
H 0.27 8.00 -0.53
H 0.18 5.92 -2.78
H -1.02 7.16 -2.50
H -1.86 5.08 -1.61
H -1.60 6.21 -0.30
H -0.88 3.96 0.34
H 0.46 5.07 0.37
H 1.19 2.97 -0.57
H 1.28 4.19 -1.82
H -0.98 2.15 -1.51
H 0.32 2.08 -2.71
H -0.89 3.36 -2.80
```

Entry 3:
Here is a molecular structure, C15H35AgF6N3O9S2 in a non-equilibrium geometry from the Open Molecules 2025 dataset. Energies are from the ωB97M-V functional and the def2-TZVPD basis.

Computed properties:
Net charge   +1
Spin multiplicity   3
Gap between HOMO and LUMO (alpha / beta)   0.361 / 0.203 hartree
LUMO energy (alpha / beta)   -2.799 / -7.110 eV

XYZ file:
```
71
C15H35AgF6N3O9S2 the ωB97M-V functional and the def2-TZVPD basis
Ag -5.72 6.36 -0.80
C -4.01 1.33 -2.16
C -4.45 1.89 -0.78
C -4.25 0.72 0.25
C -2.78 0.35 0.70
C -2.09 1.70 1.16
C -2.29 3.09 0.26
N -3.73 3.14 -0.24
O -4.17 4.44 -0.92
C -1.32 3.17 -0.98
C -1.94 4.30 1.17
C -6.02 2.09 -0.84
H -4.92 1.16 -2.73
H -3.37 0.46 -2.26
H -3.73 2.16 -2.81
H -4.76 -0.17 -0.12
H -4.88 0.82 1.13
H -2.30 0.16 -0.25
H -2.77 -0.49 1.39
H -1.03 1.48 1.04
H -2.18 1.83 2.24
H -0.28 2.99 -0.73
H -1.47 4.13 -1.47
H -1.56 2.35 -1.66
H -2.65 4.34 1.99
H -2.06 5.27 0.67
H -0.96 4.37 1.63
H -6.57 2.07 0.10
H -6.51 1.36 -1.48
H -6.33 3.00 -1.37
C -9.73 7.52 0.92
F -10.48 8.62 0.76
F -8.76 7.60 1.91
F -10.59 6.53 1.27
S -8.91 6.84 -0.74
O -8.48 5.49 -0.39
O -10.04 6.97 -1.73
N -7.41 7.77 -1.02
S -7.95 8.89 -1.95
O -7.87 8.42 -3.31
O -9.19 9.54 -1.47
C -6.43 10.10 -1.90
F -6.79 11.17 -2.65
F -6.25 10.44 -0.68
F -5.39 9.50 -2.44
O -6.03 5.61 1.42
H -5.92 4.72 1.75
H -6.24 6.13 2.19
O -4.26 7.01 -2.69
H -4.76 6.96 -3.50
H -3.50 6.45 -2.83
O -6.39 5.17 -2.64
H -7.26 4.77 -2.67
H -6.03 5.02 -3.52
C -3.01 10.07 0.58
C -3.33 8.69 -0.07
C -2.19 7.65 0.15
O -1.02 8.28 -0.15
C -0.16 7.59 -1.10
N -4.56 8.05 0.44
H -2.11 10.47 0.12
H -2.66 10.02 1.61
H -3.82 10.79 0.46
H -3.45 8.77 -1.15
H -2.42 6.82 -0.51
H -2.12 7.37 1.20
H -0.61 7.32 -2.06
H 0.04 6.67 -0.55
H 0.74 8.11 -1.41
H -5.23 8.79 0.31
H -4.40 8.06 1.44
```

Number 1: E -32287.611 eV. Number 2: E -35130.390 eV. Number 3: E -80979.877 eV.